# 1
Below is a 41-piece molecular cluster, C2H92NO41P2 overall, with properties calculated with the ωB97M-V functional and the def2-TZVPD basis.

```
138
C2H92NO41P2, DFT the ωB97M-V functional and the def2-TZVPD basis
C 2.28 1.67 1.70
O 1.33 0.62 1.74
C 0.03 1.13 2.08
P -1.30 -0.24 2.30
P -2.92 1.50 2.16
N -2.41 2.98 2.57
H 1.80 2.63 1.49
H 2.77 1.78 2.65
H 3.01 1.50 0.93
H 0.11 1.75 2.98
H -0.29 1.79 1.26
H -1.31 -0.06 3.80
H -2.37 -1.18 2.42
H -1.39 -0.37 0.83
H -0.28 -1.32 2.38
H -3.40 1.51 0.84
H -4.05 1.22 2.96
H -2.48 3.62 1.80
O -3.51 5.59 3.41
H -3.43 4.62 3.41
H -2.61 5.82 3.67
O -0.56 -2.34 -0.50
H -0.60 -3.30 -0.43
H 0.35 -2.14 -0.25
O -1.66 -4.48 1.42
H -2.27 -3.72 1.44
H -1.51 -4.66 2.36
O 2.56 1.22 4.89
H 1.94 0.99 4.18
H 2.61 0.42 5.42
O 3.36 0.49 -1.02
H 2.60 0.06 -0.58
H 2.99 0.87 -1.83
O 2.91 -1.63 -2.99
H 3.20 -0.96 -2.35
H 3.41 -1.40 -3.79
O 3.64 -0.04 -5.12
H 4.36 0.33 -5.65
H 2.85 0.44 -5.37
O 6.37 -0.12 -3.80
H 6.89 -0.92 -3.68
H 5.50 -0.44 -4.07
O -4.97 4.30 0.88
H -4.66 4.85 1.61
H -4.47 4.61 0.11
O -0.45 2.22 -1.33
H -0.88 2.21 -2.19
H -0.67 1.38 -0.92
O -2.52 -5.99 -0.95
H -2.26 -5.35 -0.27
H -1.99 -5.76 -1.71
O 5.63 -0.97 -7.10
H 5.46 -1.89 -6.88
H 6.59 -0.88 -7.09
O -6.63 0.67 2.92
H -7.08 0.98 3.71
H -6.30 1.47 2.48
O 4.26 1.02 -8.91
H 4.02 0.37 -9.57
H 4.56 0.50 -8.15
O 3.70 2.74 -3.44
H 4.46 2.52 -2.89
H 3.63 3.69 -3.38
O -0.44 -3.52 3.89
H -0.22 -2.80 4.48
H 0.00 -3.29 3.06
O -4.10 -2.76 2.93
H -4.91 -2.25 2.95
H -4.31 -3.63 3.29
O -0.61 5.20 -0.45
H -0.61 4.23 -0.49
H 0.27 5.42 -0.12
O 8.40 -1.77 -2.20
H 9.16 -1.74 -1.61
H 7.67 -1.47 -1.65
O -3.20 -4.78 4.59
H -3.22 -5.72 4.79
H -2.28 -4.55 4.42
O 0.88 -3.51 -4.68
H 1.17 -2.85 -4.05
H 1.36 -3.32 -5.49
O -3.46 -2.45 6.45
H -3.56 -3.18 5.81
H -3.08 -2.87 7.22
O -9.44 0.60 1.44
H -9.20 0.73 0.52
H -8.59 0.73 1.88
O 6.39 -2.52 -9.81
H 5.92 -2.11 -9.08
H 6.73 -1.78 -10.32
O -1.40 7.36 1.43
H -1.39 6.79 0.66
H -1.10 6.78 2.13
O -8.06 -1.89 0.39
H -7.41 -1.92 1.09
H -8.86 -1.58 0.84
O 8.12 -4.27 -11.63
H 8.83 -4.21 -10.99
H 7.34 -3.96 -11.15
O 4.82 2.61 6.19
H 4.15 2.31 5.56
H 4.96 1.87 6.78
O 0.92 -4.87 -1.65
H 1.02 -4.85 -2.61
H 1.77 -4.62 -1.29
O 2.68 -2.31 -0.04
H 2.80 -2.35 -0.99
H 3.56 -2.18 0.34
O -5.35 0.21 -0.11
H -5.95 -0.23 0.50
H -5.65 -0.08 -0.97
O 5.36 -3.50 -2.94
H 4.54 -3.00 -3.02
H 5.12 -4.31 -2.49
O -1.49 4.42 5.18
H -1.64 3.87 4.38
H -1.15 3.79 5.82
O 1.97 4.18 4.99
H 1.88 3.23 4.89
H 2.85 4.30 5.36
O -2.13 8.28 4.28
H -2.75 7.67 4.69
H -2.20 8.10 3.34
O -6.33 -3.15 6.97
H -6.38 -4.07 7.20
H -5.39 -2.96 6.82
O 8.48 -1.78 -5.42
H 9.06 -2.53 -5.30
H 8.81 -1.13 -4.80
O 4.48 -0.97 2.13
H 5.21 -0.56 1.66
H 3.73 -0.41 1.93
O -7.89 2.02 -0.73
H -7.82 2.09 -1.69
H -7.00 2.24 -0.40
O -9.77 1.07 -2.90
H -10.40 1.79 -2.77
H -9.57 0.76 -2.02
```

As for the total charge: -1. The LUMO energy comes out at 0.85 eV. The value obtained for the total energy is -107582.34427 eV. As for the gap between HOMO and LUMO: 0.1878 Ha.

***

# 2
Below is C2H9Ag2FO5 as an isolated structure, with properties calculated with the ωB97M-V functional and the def2-TZVPD basis.

```
19
C2H9Ag2FO5, DFT the ωB97M-V functional and the def2-TZVPD basis
Ag 0.83 -0.72 -2.56
Ag 1.38 2.47 -1.37
F -0.20 0.88 -1.25
C 0.66 -1.99 1.69
C 0.84 -1.77 0.20
O 0.10 -2.33 -0.63
O 1.81 -1.05 -0.25
H -0.06 -1.38 2.24
H 1.64 -1.80 2.13
H 0.45 -3.01 2.00
O -3.06 1.18 -2.28
H -2.20 0.98 -1.91
H -3.37 0.34 -2.63
O -1.69 1.38 1.10
H -2.55 1.67 0.77
H -1.21 1.14 0.31
O 2.33 1.58 0.53
H 2.15 0.64 0.47
H 2.15 1.80 1.44
```

As for the total charge: +3. The LUMO energy (alpha / beta) comes out at -13.06 / -18.06 eV. The value obtained for the total energy is -23131.91452 eV. As for the spin multiplicity: 4. As for the gap between HOMO and LUMO (alpha / beta): 0.4009 / 0.1381 Ha.

***

# 3
Below is a 2-piece molecular cluster, C2H9BN overall, with properties calculated with the ωB97M-V functional and the def2-TZVPD basis.

```
13
C2H9BN, DFT the ωB97M-V functional and the def2-TZVPD basis
B -1.87 0.66 0.09
C -1.35 -0.71 0.06
C 1.09 -0.83 -0.05
N 1.45 0.60 -0.03
H -3.00 0.50 0.12
H -1.44 1.78 0.11
H -1.73 -1.30 0.87
H -1.11 -1.15 -0.94
H 1.28 -1.23 0.88
H 1.00 -1.32 -1.00
H 2.24 0.62 -0.71
H 1.74 0.98 0.93
H 0.61 1.15 -0.27
```

As for the total charge: +1. The LUMO energy (alpha / beta) comes out at -3.98 / -6.19 eV. The energy above the lowest of the compared OMol25 structures with the same formula, charge and spin is 3.5 kcal/mol. The value obtained for the total energy is -4373.12950 eV. As for the spin multiplicity: 3. As for the gap between HOMO and LUMO (alpha / beta): 0.2729 / 0.3596 Ha.

***

# 4
Below is one molecule with the formula C2H9BrSi2, with properties calculated with the ωB97M-V functional and the def2-TZVPD basis.

```
14
C2H9BrSi2, DFT the ωB97M-V functional and the def2-TZVPD basis
C -1.07 -1.43 0.69
C -0.90 -0.82 -0.76
Si -0.07 0.89 -0.81
Si 1.72 1.39 0.66
Br 0.64 1.29 -2.89
H -0.05 -1.50 1.14
H -1.61 -0.88 1.36
H -1.54 -2.36 0.55
H -1.82 -0.70 -1.34
H -0.37 -1.65 -1.26
H -1.06 1.85 -0.38
H 1.78 -0.05 1.16
H 3.10 1.70 0.09
H 1.26 2.26 1.80
```

The LUMO energy comes out at 0.74 eV. The energy above the lowest of the compared OMol25 structures with the same formula, charge and spin is 0.0 kcal/mol. The value obtained for the total energy is -88017.77960 eV. As for the SMILES: CC[Si@@H]([SiH3])Br. As for the gap between HOMO and LUMO: 0.3772 Ha.